## a
Here is a molecular structure, C3H6O2 from OMol25. Energies are from wB97M-V/def2-TZVPD.

```
! wB97M-V def2-TZVPD RIJCOSX def2/J DEFGRID3
* xyz 0 1
C -0.34053 -1.17785 0.31291
C 0.17218 0.09197 -0.30370
O 0.35890 0.06879 -1.67574
C -0.37591 1.37815 0.26801
O -0.81413 2.29698 -0.37102
H 0.21454 -2.03424 -0.08042
H -0.21677 -1.11325 1.39638
H -1.39695 -1.31231 0.06716
H 1.38688 0.21684 0.13027
H 1.28355 0.17936 -1.11700
H -0.27177 1.40555 1.37316
*
```

Gap between HOMO and LUMO, eV: 10.225
M, Da: 74.08

=====

## b
Here is a single C3H6O2 molecule from OMol25. Energies are from wB97M-V/def2-TZVPD.

```
! wB97M-V def2-TZVPD RIJCOSX def2/J DEFGRID3
* xyz 0 1
C -0.17543 0.43961 1.08748
C -0.15088 -0.19440 -0.20085
C 1.23652 0.17278 -0.11904
O -0.51608 -1.53460 -0.26033
O -1.15036 0.76063 -1.02382
H -0.09600 -1.93269 -1.03582
H -2.03378 0.35682 -1.04537
H -0.20070 1.51199 1.20468
H -0.46024 -0.14520 1.95290
H 1.98722 -0.60409 -0.17837
H 1.55973 1.16913 -0.38148
*
```

Gap between HOMO and LUMO, eV: 9.858
M, Da: 74.08
SMILES: OC1(O)CC1

=====

Which of them is least stable? Easy: a.

=====

## a
Here is a molecular structure, C3H6O2 from OMol25. Energies are from wB97M-V/def2-TZVPD.

```
! wB97M-V def2-TZVPD RIJCOSX def2/J DEFGRID3
* xyz 0 1
C -0.35458 0.31661 -0.22654
C 0.35082 0.23040 1.12114
C -0.96047 -0.78776 -0.78966
O 1.11117 0.27856 -1.42349
O -1.24950 -1.73715 -1.36783
H 1.87212 -0.24240 -1.13398
H -0.60558 1.26433 -0.68721
H -1.78692 0.03896 0.21261
H 0.78837 -0.75750 1.25349
H -0.32503 0.44097 1.94946
H 1.15962 0.95497 1.09201
*
```

Gap between HOMO and LUMO, eV: 8.740
M, Da: 74.08

=====

## b
Here is a single C3H6O2 molecule from OMol25. Energies are from wB97M-V/def2-TZVPD.

```
! wB97M-V def2-TZVPD RIJCOSX def2/J DEFGRID3
* xyz 0 1
C -1.46619 0.46043 0.52330
C -0.26551 -0.27517 -0.03283
O 0.79234 0.70131 -0.37421
C 1.87018 0.05758 -0.87553
O 1.88348 -1.15314 -0.99314
H -1.87434 1.15922 -0.21097
H -2.25379 -0.26150 0.78011
H -1.20474 1.01255 1.42933
H -0.51976 -0.84055 -0.93516
H 0.14187 -0.98906 0.69034
H 2.88802 0.12730 -1.28712
*
```

Gap between HOMO and LUMO, eV: 11.078
M, Da: 74.08
SMILES: CCOC=O

=====

Which of them is least stable? Easy: a.

=====

## a
Here is a single C3H6O2 molecule from OMol25. Energies are from wB97M-V/def2-TZVPD.

```
! wB97M-V def2-TZVPD RIJCOSX def2/J DEFGRID3
* xyz 0 1
O -1.39921 0.48529 -0.88554
C -1.08312 -0.29238 0.25695
C 0.39350 -0.62015 0.13448
C 1.12201 0.68552 0.31098
O 2.23621 0.65289 -0.38881
H -2.27284 0.87217 -0.75870
H -1.70307 -1.19864 0.30656
H -1.22407 0.28682 1.18138
H 0.60882 -1.12672 -0.81735
H 0.71113 -1.28475 0.95317
H 2.61064 1.53994 -0.29313
*
```

Gap between HOMO and LUMO, eV: 9.496
M, Da: 74.08

=====

## b
Here is a molecular structure, C3H6O2 from OMol25. Energies are from wB97M-V/def2-TZVPD.

```
! wB97M-V def2-TZVPD RIJCOSX def2/J DEFGRID3
* xyz 0 1
O 0.44307 -1.97819 -0.40107
C -2.23483 1.24939 -0.30959
C -1.13906 2.08307 -0.22615
C -0.13074 2.33375 0.52197
O 2.78002 -1.93942 0.02298
H 1.64624 -1.98087 -0.15922
H -2.99739 1.40331 -1.05791
H -2.03238 0.30753 0.18883
H 0.57251 3.15708 0.41513
H 3.05946 -2.70522 0.53376
H 0.03310 -1.93042 0.47128
*
```

Gap between HOMO and LUMO, eV: 3.095
M, Da: 74.08

=====

Which of them is least stable? Easy: b.

=====

## a
Here is a molecular structure, C3H6O2 from OMol25. Energies are from wB97M-V/def2-TZVPD.

```
! wB97M-V def2-TZVPD RIJCOSX def2/J DEFGRID3
* xyz 0 1
C -0.59735 0.67436 -0.05559
C 0.44186 -0.98678 0.27576
C 1.28639 0.00581 -0.34736
O -1.89777 0.19853 -0.15671
O 2.07341 0.82085 0.12940
H -2.17784 -0.16376 0.69196
H -0.40462 1.21987 0.87046
H -0.50019 1.40591 -0.85539
H 1.12580 -0.15730 -1.45217
H 0.76928 -1.34453 1.24965
H -0.11900 -1.67296 -0.35000
*
```

Gap between HOMO and LUMO, eV: 9.559
M, Da: 74.08

=====

## b
Here is a single C3H6O2 molecule from OMol25. Energies are from wB97M-V/def2-TZVPD.

```
! wB97M-V def2-TZVPD RIJCOSX def2/J DEFGRID3
* xyz 0 1
O -1.84464 0.77808 -0.55227
C -0.97878 0.22207 0.36683
C 0.53725 -0.67650 -0.21748
C 1.55610 0.33034 0.07723
O 2.27927 0.32231 1.05149
H -2.49337 0.14981 -0.88941
H -0.98375 -0.79269 0.67030
H -0.64280 1.03004 1.01514
H 0.35089 -0.89003 -1.26830
H 0.77511 -1.63497 0.31254
H 1.51622 1.19620 -0.61132
*
```

Gap between HOMO and LUMO, eV: 9.833
M, Da: 74.08
SMILES: O=CCCO

=====

Which of them is least stable? Easy: a.

=====

## a
Here is 2 unconnected molecules or ions with the total composition C3H7O3 from OMol25. Energies are from wB97M-V/def2-TZVPD.

```
! wB97M-V def2-TZVPD RIJCOSX def2/J DEFGRID3
* xyz -1 1
C -1.60108 2.23245 0.38742
C -0.95306 1.35366 -0.71833
O -1.11118 1.68515 -1.89945
O -0.27013 0.40757 -0.23650
H -0.93159 3.09950 0.48735
H -1.64565 1.79620 1.36206
H -2.58865 2.68464 0.21871
C 1.19116 -2.30234 0.19156
O 2.61238 -2.26187 0.27103
H 2.92905 -1.84464 -0.52622
H 0.82061 -2.04648 -0.80534
H 0.70722 -1.54580 0.77770
H 0.84093 -3.25805 0.49001
*
```

Gap between HOMO and LUMO, eV: 7.888
M, Da: 91.09

=====

## b
Here is 2 unconnected molecules or ions with the total composition C3H7O3 from OMol25. Energies are from wB97M-V/def2-TZVPD.

```
! wB97M-V def2-TZVPD RIJCOSX def2/J DEFGRID3
* xyz -1 1
C -1.24675 -0.92217 1.92616
O -0.21166 -1.54391 1.21449
H 0.34888 -0.78160 0.82109
H -2.09925 -1.56755 2.17525
H -1.52423 -0.09080 1.25545
H -0.91127 -0.42559 2.91302
C 0.56651 0.37702 -1.95387
C 1.17042 1.31457 -0.86815
O 1.26114 0.74428 0.24058
O 1.37788 2.53387 -1.13961
H 1.25255 -0.11206 -2.68659
H -0.16441 0.92944 -2.51819
H 0.18019 -0.45550 -1.37964
*
```

Gap between HOMO and LUMO, eV: 8.325
M, Da: 91.09

=====

## c
Here is 2 unconnected molecules or ions with the total composition C3H7O3 from OMol25. Energies are from wB97M-V/def2-TZVPD.

```
! wB97M-V def2-TZVPD RIJCOSX def2/J DEFGRID3
* xyz -1 1
C -1.51751 1.90509 0.69354
O -0.26342 2.47334 1.26533
H 0.42376 1.63032 0.93090
H -1.72488 0.93593 1.20722
H -2.14901 2.85102 0.69368
H -1.22900 1.81581 -0.35790
C -0.54591 -2.05754 -0.48069
C 0.71472 -1.14254 -0.48998
O 0.60030 -0.19048 0.25015
O 1.54051 -1.35212 -1.42759
H -0.89492 -2.19040 0.53561
H -0.20226 -3.03277 -0.78753
H -1.15057 -1.68586 -1.26221
*
```

Gap between HOMO and LUMO, eV: 8.295
M, Da: 91.09

=====

Which of them is least stable? Easy: c.

=====

## a
Here is a single C5H9N molecule from OMol25. Energies are from wB97M-V/def2-TZVPD.

```
! wB97M-V def2-TZVPD RIJCOSX def2/J DEFGRID3
* xyz 0 1
C -1.68218 0.67262 -1.28477
C -0.21690 0.01854 -1.38999
C -0.09823 -1.09858 -0.43439
C 0.45612 -0.78265 0.76433
N 1.21528 0.30423 1.03939
C 1.89291 0.34435 2.11171
H -1.45694 1.78464 -1.16523
H -2.31194 0.55334 -2.22052
H -2.06514 0.53136 -0.33433
H -0.02087 -0.26291 -2.45682
H 0.52858 0.60331 -0.95994
H -0.75264 -1.99729 -0.44061
H 0.42494 -1.47997 1.54258
H 2.40387 -0.50697 2.50603
H 1.68316 1.31597 2.72257
*
```

Gap between HOMO and LUMO, eV: 8.183
M, Da: 83.13
SMILES: C=N/C=C\CC

=====

## b
Here is 2 unconnected molecules or ions with the total composition C5H9N from OMol25. Energies are from wB97M-V/def2-TZVPD.

```
! wB97M-V def2-TZVPD RIJCOSX def2/J DEFGRID3
* xyz 0 1
C 1.46760 0.25439 -0.68316
C 0.08929 2.32745 -0.35917
C 0.69965 1.25380 0.13464
N -1.87045 -0.73985 0.60669
C -1.09520 -1.92517 1.15361
C -1.41805 -1.58034 -0.20739
H 1.36247 0.44997 -1.75713
H 2.53810 0.24594 -0.43498
H -0.45539 3.01977 0.27713
H 0.07663 2.53913 -1.42722
H 0.68296 1.08426 1.21217
H -0.09871 -1.71903 1.53911
H -1.65915 -2.67770 1.70494
H -1.41912 -1.76544 -1.26979
H 1.09936 -0.76718 -0.48945
*
```

Gap between HOMO and LUMO, eV: 10.641
M, Da: 83.13
SMILES: C1=NC1.C=CC

=====

## c
Here is a single C5H9N molecule from OMol25. Energies are from wB97M-V/def2-TZVPD.

```
! wB97M-V def2-TZVPD RIJCOSX def2/J DEFGRID3
* xyz 0 1
C 0.74817 -0.34881 -1.76312
C -0.14042 -0.17432 -0.50803
C 0.26050 0.92388 0.43729
C -0.58860 1.07035 1.61406
C -1.33277 1.23008 2.56521
H 0.97684 0.61747 -2.28431
H 1.69820 -0.90416 -1.51612
H 0.17836 -1.12569 -2.36095
H -1.19761 0.03081 -0.86249
H -0.55068 -2.09988 -0.37918
H 0.65300 -1.75369 0.65061
H 1.30684 0.79443 0.76503
H 0.25554 1.90726 -0.08327
H -2.00547 1.21135 3.43301
N -0.26189 -1.37909 0.29226
*
```

Gap between HOMO and LUMO, eV: 10.389
M, Da: 83.13
SMILES: C#CC[C@@H](C)N

=====

## d
Here is a single C5H9N molecule from OMol25. Energies are from wB97M-V/def2-TZVPD.

```
! wB97M-V def2-TZVPD RIJCOSX def2/J DEFGRID3
* xyz 0 1
C 0.58299 -2.43446 0.96568
C 0.76283 -1.09494 0.99834
C 0.77836 -0.17582 -0.16422
C -0.09691 1.02755 0.01537
C -1.47712 0.98616 -0.50671
H 0.57903 -3.03699 1.85822
H 0.36139 -2.97937 0.04639
H 1.04636 -0.62693 1.98367
H 0.48658 -0.71713 -1.03343
H 1.85766 0.09785 -0.30005
H 0.13441 1.61512 0.90179
H -1.91534 0.16555 -1.04046
H -2.25978 1.54762 0.01295
H -0.19455 1.27831 -1.99406
N -0.48523 1.82929 -1.18368
*
```

Gap between HOMO and LUMO, eV: 10.759
M, Da: 83.13
SMILES: C=CC[C@@H]1CN1

=====

Which of them is least stable? Easy: a.

=====

## a
Here is a single C4H4N2 molecule from OMol25. Energies are from wB97M-V/def2-TZVPD.

```
! wB97M-V def2-TZVPD RIJCOSX def2/J DEFGRID3
* xyz 0 1
C 0.74305 0.77098 0.49213
C -0.04314 1.50029 -0.35889
C -0.85149 -0.49680 -0.59964
C 0.32799 -0.61556 0.45771
N -0.97214 0.65123 -1.08981
N 0.80952 -1.67633 0.96125
H 1.49120 1.07960 1.17108
H -0.25093 2.51976 -0.62561
H -1.44855 -1.29287 -1.09608
H 0.19450 -2.44030 0.68787
*
```

Gap between HOMO and LUMO, eV: 8.961
M, Da: 80.09
SMILES: [H]/N=C1/C=CN=C1

=====

## b
Here is a single C4H4N2 molecule from OMol25. Energies are from wB97M-V/def2-TZVPD.

```
! wB97M-V def2-TZVPD RIJCOSX def2/J DEFGRID3
* xyz 0 1
C -0.97090 -0.79872 -0.02676
C -1.65127 0.42189 -0.08239
N 0.74907 2.63184 0.22833
N 0.93652 1.52946 0.16408
C 1.32475 0.25667 0.08898
C 0.41836 -0.80874 0.02843
H -1.42242 -1.79246 -0.10985
H -2.70419 0.19807 -0.35422
H 2.40089 0.13602 0.09037
H 0.91920 -1.77403 -0.02696
*
```

Gap between HOMO and LUMO (spin up / spin down), eV: 7.031 / 7.030
M, Da: 80.09

=====

## c
Here is a single C4H4N2 molecule from OMol25. Energies are from wB97M-V/def2-TZVPD.

```
! wB97M-V def2-TZVPD RIJCOSX def2/J DEFGRID3
* xyz 0 1
N -0.04975 1.20602 0.82771
C 0.49358 -0.00151 0.10008
C -0.48946 -1.07495 -0.09269
C -1.35632 -1.91346 -0.13190
C 1.26883 0.34390 -1.10238
N 1.91097 0.69180 -2.00203
H 0.24236 2.07822 0.43199
H -1.00527 1.08649 1.09861
H 1.02733 0.06008 1.07194
H -2.11701 -2.66918 -0.15635
*
```

Gap between HOMO and LUMO, eV: 10.372
M, Da: 80.09
SMILES: C#C[C@H](N)C#N

=====

Which of them is least stable? Easy: b.